# 1
Here is a gas-phase ion, C4H8NO2 (charge +1) in a non-equilibrium geometry from the OMol25 dataset. Energies are from ωB97M-V/def2-TZVPD.

Atoms and positions in Å:
1 C -0.745 -0.947 1.285
2 C -1.277 -0.630 -0.023
3 C -0.640 0.576 -0.786
4 C 0.898 0.580 -0.903
5 N 1.604 1.170 0.083
6 O -1.159 -1.588 2.274
7 O 2.667 0.497 0.433
8 H -0.911 -1.578 -0.690
9 H -2.341 -0.355 -0.127
10 H -1.067 0.707 -1.830
11 H -0.802 1.440 -0.222
12 H 1.412 -0.279 -1.238
13 H 1.196 1.359 -1.687
14 H -2.102 -1.889 2.221
15 H 3.267 0.936 1.212

For the energy relative to the best compared isomer or geometry (same formula, charge and spin), the calculation gives 7.979 eV. As for the total energy: -9848.3514 eV. Its LUMO energy (spin up / spin down) is -4.67 / -6.86 eV. Its charge is +1. Its molecular weight is 102.11 g mol⁻¹. The calculation puts the HOMO energy (spin up / spin down) at -13.930 / -11.761 eV. The frontier orbital gap (spin up / spin down) is 9.26 / 4.90 eV.

---

# 2
Here is a molecular structure, C36H32BrCl2F4N7O3PRe from the OMol25 dataset. Energies are from ωB97M-V/def2-TZVPD.

Atoms and positions in Å:
1 Re -0.802 0.329 -0.206
2 F -1.750 0.546 7.598
3 C -1.380 0.659 6.345
4 C -0.651 1.755 5.922
5 F -0.308 2.701 6.769
6 C -0.270 1.840 4.591
7 F 0.472 2.892 4.244
8 C -0.618 0.884 3.636
9 P 0.010 1.203 1.946
10 C 1.787 0.932 2.199
11 C 2.198 -0.394 2.371
12 C 3.535 -0.697 2.569
13 C 4.477 0.324 2.600
14 C 4.071 1.644 2.473
15 C 2.729 1.953 2.282
16 C -0.355 2.949 1.614
17 C -1.559 3.488 2.071
18 C -1.929 4.772 1.711
19 C -1.104 5.534 0.892
20 C 0.095 5.005 0.436
21 C 0.466 3.713 0.782
22 C -1.313 -0.238 4.105
23 Br -1.713 -1.768 3.066
24 C -1.695 -0.341 5.432
25 F -2.353 -1.402 5.868
26 H 1.466 -1.194 2.422
27 H 3.840 -1.723 2.727
28 H 5.521 0.092 2.760
29 H 4.795 2.443 2.545
30 H 2.427 2.989 2.237
31 H -2.202 2.921 2.732
32 H -2.855 5.187 2.084
33 H -1.388 6.542 0.626
34 H 0.753 5.604 -0.180
35 H 1.406 3.319 0.419
36 Cl -2.731 4.118 -2.661
37 C -1.117 3.610 -2.733
38 C -0.198 4.254 -3.569
39 C 1.124 3.872 -3.596
40 Cl 2.211 4.693 -4.615
41 C 1.606 2.796 -2.778
42 C 2.936 2.353 -2.712
43 C 3.251 1.324 -1.853
44 C 2.254 0.734 -1.079
45 N 0.981 1.115 -1.136
46 C 0.669 2.147 -1.968
47 C -0.687 2.560 -1.916
48 O -1.461 1.916 -1.082
49 H -0.533 5.068 -4.196
50 H 3.698 2.823 -3.318
51 H 4.267 0.968 -1.760
52 H 2.502 -0.052 -0.376
53 N -0.067 -1.688 0.239
54 C -0.850 -2.681 -0.550
55 C -0.259 -4.082 -0.597
56 C 1.066 -4.216 -1.376
57 C 1.065 -5.435 -2.297
58 N 0.135 -5.204 -3.403
59 C 0.340 -5.532 -4.673
60 N 1.223 -6.476 -5.001
61 N -0.342 -4.896 -5.626
62 C -1.095 -2.064 -1.930
63 O -1.319 -2.763 -2.900
64 O -1.076 -0.771 -1.940
65 H 0.926 -1.779 0.019
66 H -0.170 -1.905 1.233
67 H -1.833 -2.725 -0.068
68 H -1.026 -4.716 -1.044
69 H -0.141 -4.454 0.424
70 H 1.907 -4.316 -0.689
71 H 1.255 -3.328 -1.989
72 H 0.769 -6.319 -1.728
73 H 2.062 -5.608 -2.704
74 H -0.591 -4.507 -3.236
75 H 1.517 -7.158 -4.322
76 H 1.436 -6.668 -5.966
77 H -0.895 -4.087 -5.392
78 H -0.426 -5.278 -6.553
79 N -4.970 -0.297 -0.129
80 C -4.885 0.264 1.123
81 C -3.563 0.435 1.358
82 N -2.843 -0.020 0.267
83 C -3.740 -0.446 -0.619
84 H -5.822 -0.546 -0.610
85 H -5.754 0.482 1.717
86 H -3.082 0.842 2.228
87 H -3.525 -0.822 -1.605

As for the expectation value of S²: 1.12. For the energy relative to the best compared isomer or geometry (same formula, charge and spin), the calculation gives 0.461 eV. As for the total energy: -171781.1206 eV. Its LUMO energy (spin up / spin down) is -10.07 / -8.91 eV. Its charge is +3. Its molecular weight is 1054.68 g mol⁻¹. The calculation puts the HOMO energy (spin up / spin down) at -15.507 / -15.593 eV. The frontier orbital gap (spin up / spin down) is 5.44 / 6.69 eV. The spin multiplicity is 2.

---

# 3
Here is a single C5H11N molecule in a non-equilibrium geometry from the OMol25 dataset. Energies are from ωB97M-V/def2-TZVPD.

Atoms and positions in Å:
1 C 1.048 1.882 1.906
2 C 1.007 0.625 1.052
3 C 0.476 0.653 -0.166
4 C 0.309 -0.535 -1.057
5 C -1.230 -0.834 -1.192
6 N -1.735 -2.125 -0.701
7 H 1.243 1.764 2.962
8 H 0.174 2.479 1.660
9 H 1.864 2.484 1.482
10 H 1.366 -0.328 1.425
11 H 0.190 1.585 -0.648
12 H 0.602 -0.350 -2.092
13 H 0.829 -1.425 -0.705
14 H -1.531 -0.702 -2.233
15 H -1.847 -0.080 -0.696
16 H -1.290 -2.853 -1.257
17 H -1.474 -2.240 0.259

For the energy relative to the best compared isomer or geometry (same formula, charge and spin), the calculation gives 1.085 eV. As for the structure (SMILES): C/C=C/CCN. As for the total energy: -6852.4438 eV. Its LUMO energy is 1.23 eV. Its charge is 0. Its molecular weight is 85.15 g mol⁻¹. The calculation puts the HOMO energy at -8.787 eV. The frontier orbital gap is 10.02 eV.

---

# 4
Here is a gas-phase ion, C3H9NOP (charge +1) in a non-equilibrium geometry from the OMol25 dataset. Energies are from ωB97M-V/def2-TZVPD.

Atoms and positions in Å:
1 C 0.462 0.699 -1.265
2 N -0.143 0.729 0.186
3 C 0.268 -0.447 1.017
4 C -0.317 -0.576 2.506
5 P -2.176 -1.119 2.463
6 O -2.613 -1.012 3.833
7 H 0.257 1.609 -1.743
8 H 1.482 0.534 -1.208
9 H -0.096 -0.013 -1.902
10 H 0.164 1.651 0.559
11 H -1.209 0.765 0.140
12 H 1.323 -0.458 1.144
13 H 0.016 -1.375 0.399
14 H -0.081 0.331 3.020
15 H 0.112 -1.531 3.087

For the energy relative to the best compared isomer or geometry (same formula, charge and spin), the calculation gives 0.659 eV. As for the structure (SMILES): C[NH2+]CCP=O. As for the total energy: -16075.2426 eV. Its LUMO energy is -4.54 eV. Its charge is +1. Its molecular weight is 106.08 g mol⁻¹. The calculation puts the HOMO energy at -13.189 eV. The frontier orbital gap is 8.64 eV.

---

# 5
Here is a molecular structure, C20H33IO3Pt in a non-equilibrium geometry from the OMol25 dataset. Energies are from ωB97M-V/def2-TZVPD.

Atoms and positions in Å:
1 C 0.365 3.214 2.468
2 C -0.936 2.252 2.753
3 C -0.831 1.370 4.150
4 C -0.312 -0.156 3.705
5 C -1.576 -1.170 3.375
6 C -1.747 -1.535 1.782
7 C -3.255 -1.302 1.179
8 C -3.518 0.197 0.547
9 C -2.815 0.402 -0.957
10 C -2.052 1.852 -0.944
11 C -0.616 1.894 -1.734
12 C 0.393 0.642 -1.414
13 C 1.987 0.959 -1.637
14 C 2.962 0.175 -0.566
15 C 2.668 -1.432 -0.420
16 C 3.299 -2.353 -1.634
17 C 2.427 -2.345 -3.022
18 C 0.992 -2.646 -3.275
19 I -0.533 -3.233 -1.821
20 C 0.704 -2.468 -4.886
21 O -0.495 -2.608 -5.467
22 O 2.001 -2.084 -5.479
23 C 3.114 -2.010 -4.497
24 O 4.408 -1.768 -4.795
25 H 0.220 3.645 1.365
26 H 0.461 4.140 3.177
27 H 1.393 2.617 2.452
28 H -0.946 1.446 1.874
29 H -1.907 2.900 2.668
30 H -0.134 1.878 4.940
31 H -1.948 1.273 4.554
32 H 0.394 -0.531 4.560
33 H 0.362 -0.077 2.724
34 H -1.348 -2.169 3.988
35 H -2.566 -0.736 3.862
36 H -0.944 -0.932 1.178
37 H -1.528 -2.700 1.685
38 H -4.006 -1.426 2.094
39 H -3.556 -2.177 0.425
40 H -4.671 0.291 0.365
41 H -3.129 0.968 1.340
42 H -3.671 0.314 -1.772
43 H -2.121 -0.528 -1.105
44 H -1.921 2.326 0.135
45 H -2.770 2.611 -1.523
46 H -0.809 2.066 -2.877
47 H -0.056 2.876 -1.351
48 H 0.233 0.259 -0.320
49 H 0.086 -0.232 -2.167
50 H 2.174 2.113 -1.474
51 H 2.321 0.714 -2.746
52 H 2.723 0.655 0.499
53 H 4.101 0.373 -0.756
54 H 3.231 -1.782 0.572
55 H 1.529 -1.610 -0.222
56 H 4.381 -1.916 -1.878
57 H 3.494 -3.473 -1.285
58 Pt 4.292 0.979 -2.393

For the energy relative to the best compared isomer or geometry (same formula, charge and spin), the calculation gives 11.288 eV. As for the total energy: -38729.9153 eV. Its LUMO energy is -12.79 eV. Its charge is +2. Its molecular weight is 643.46 g mol⁻¹. The calculation puts the HOMO energy at -15.004 eV. The frontier orbital gap is 2.21 eV.

---

# 6
Here is a molecular structure, C4H16AsBBaF4N5O9P2 from the OMol25 dataset. Energies are from ωB97M-V/def2-TZVPD.

Atoms and positions in Å:
1 Ba 0.373 -1.239 -0.663
2 N -1.411 0.847 1.815
3 N -1.076 0.129 2.970
4 C -0.731 -1.160 2.995
5 N -0.159 -1.582 4.149
6 N -0.972 -1.844 1.871
7 N -0.653 -3.165 1.882
8 O -0.224 -3.599 0.806
9 O -0.840 -3.877 2.849
10 H -2.119 0.329 1.306
11 H -0.557 0.916 1.256
12 H -0.786 0.693 3.750
13 H 0.716 -1.059 4.293
14 H -0.045 -2.583 4.213
15 O 3.582 1.159 1.793
16 P 2.318 0.221 1.902
17 O 1.936 -0.016 3.316
18 O 1.213 0.659 0.957
19 O 2.835 -1.197 1.243
20 P 3.787 -1.346 -0.099
21 O 4.528 -2.741 0.203
22 O 4.757 -0.218 -0.112
23 O 2.858 -1.593 -1.247
24 H 4.168 0.856 1.046
25 H 5.311 -2.578 0.741
26 C -1.582 1.620 -3.911
27 As -0.749 1.729 -2.150
28 C 0.229 3.409 -2.369
29 C -2.287 2.423 -1.165
30 H -2.078 2.561 -4.156
31 H -2.309 0.809 -3.903
32 H -0.821 1.406 -4.660
33 H -0.432 4.197 -2.735
34 H 1.045 3.265 -3.076
35 H 0.655 3.702 -1.411
36 H -2.695 3.298 -1.673
37 H -1.994 2.695 -0.152
38 H -3.042 1.640 -1.118
39 F -3.150 -2.928 -1.679
40 B -2.590 -1.768 -2.171
41 F -1.281 -2.057 -2.704
42 F -3.369 -1.147 -3.126
43 F -2.359 -0.864 -1.075

For the energy relative to the best compared isomer or geometry (same formula, charge and spin), the calculation gives 0.000 eV. As for the total energy: -121960.3598 eV. Its LUMO energy is 2.35 eV. Its charge is -1. Its molecular weight is 639.20 g mol⁻¹. The calculation puts the HOMO energy at -6.822 eV. The frontier orbital gap is 9.17 eV.

---

# 7
Here is a gas-phase ion, C5H10N (charge +1) in a non-equilibrium geometry from the OMol25 dataset. Energies are from ωB97M-V/def2-TZVPD.

Atoms and positions in Å:
1 C -2.525 0.328 0.924
2 C -2.215 0.195 -0.391
3 N -0.881 0.029 -0.805
4 C 0.106 -0.691 -0.454
5 C 1.484 -0.181 -0.695
6 C 2.175 0.132 0.624
7 H -3.555 0.354 1.179
8 H -1.724 0.260 1.690
9 H -2.978 -0.004 -1.241
10 H -0.505 0.713 -1.488
11 H -0.115 -1.508 0.236
12 H 2.008 -1.109 -0.726
13 H 1.415 0.573 -1.548
14 H 2.282 1.221 0.656
15 H 3.333 0.004 0.537
16 H 1.694 -0.315 1.503

For the energy relative to the best compared isomer or geometry (same formula, charge and spin), the calculation gives 2.232 eV. As for the structure (SMILES): C=C/[NH+]=C/CC. As for the total energy: -6827.9697 eV. Its LUMO energy is -4.79 eV. Its charge is +1. Its molecular weight is 84.14 g mol⁻¹. The calculation puts the HOMO energy at -14.991 eV. The frontier orbital gap is 10.21 eV.

---

# 8
Here is a molecular structure, C11H11ClN2O2Os in a non-equilibrium geometry from the OMol25 dataset. Energies are from ωB97M-V/def2-TZVPD.

Atoms and positions in Å:
1 Cl -1.603 -3.845 2.180
2 C 0.932 -0.651 -2.099
3 C 0.464 0.637 -2.529
4 C -0.948 0.701 -2.299
5 H 1.076 1.424 -2.962
6 C -1.388 -0.572 -1.769
7 C -0.205 -1.395 -1.592
8 H -0.223 -2.416 -1.226
9 H 1.955 -1.013 -2.161
10 H -1.613 1.532 -2.518
11 C -2.800 -0.963 -1.466
12 Os 0.000 0.244 -0.227
13 C -1.315 0.298 1.152
14 O -2.101 0.359 2.013
15 C 1.243 -0.704 0.859
16 O 2.000 -1.267 1.543
17 H -3.342 -0.136 -0.993
18 H -2.814 -1.820 -0.784
19 H -3.328 -1.233 -2.389
20 N 1.404 3.643 1.899
21 C 1.518 4.175 0.620
22 C 1.096 3.210 -0.241
23 N 0.722 2.106 0.513
24 C 0.919 2.389 1.801
25 H 1.628 4.094 2.783
26 H 1.875 5.167 0.417
27 H 1.028 3.214 -1.320
28 H 0.732 1.734 2.645

As for the expectation value of S²: 6.02. As for the total energy: -33628.6397 eV. Its LUMO energy (spin up / spin down) is -7.68 / -11.34 eV. Its charge is +2. Its molecular weight is 428.90 g mol⁻¹. The calculation puts the HOMO energy (spin up / spin down) at -13.702 / -16.930 eV. The frontier orbital gap (spin up / spin down) is 6.02 / 5.59 eV. The spin multiplicity is 5.

---

- molecular weight of number 7 (C5H10N)?
  84.14 g mol⁻¹

---

- Among the records above, which one has the highest molecular weight?
  C36H32BrCl2F4N7O3PRe

---

- Among the records above, which one has the lowest molecular weight?
  C5H10N